1.
C26H31N2O2S3SbV | ωB97M-V/def2-TZVPD

```
66
Properties=species:S:1:pos:R:3
V 0.91 0.03 -1.14
C 1.60 3.22 -0.30
C 0.54 2.29 0.21
N 0.85 1.49 1.17
N -0.15 0.91 1.90
C -0.68 -0.20 1.62
S -0.38 -1.28 0.27
S -1.90 -0.85 2.74
C -2.72 0.66 3.35
C -4.20 0.60 3.15
C -5.06 0.74 4.22
C -6.44 0.72 4.02
C -6.95 0.54 2.75
C -6.08 0.40 1.67
C -4.72 0.42 1.87
C -0.84 2.48 -0.28
C -1.73 3.33 0.38
C -3.05 3.41 -0.03
C -3.49 2.63 -1.09
C -2.62 1.79 -1.76
C -1.27 1.73 -1.37
O -0.43 0.94 -2.03
H 2.58 2.92 0.09
H 1.37 4.22 0.06
H 1.61 3.25 -1.39
H -2.28 1.49 2.78
H -2.47 0.81 4.40
H -4.66 0.87 5.21
H -7.10 0.83 4.87
H -8.02 0.52 2.59
H -6.48 0.26 0.68
H -4.04 0.30 1.04
H -1.38 3.90 1.23
H -3.73 4.06 0.49
H -4.52 2.67 -1.39
H -2.95 1.17 -2.57
C 2.14 -6.16 -0.43
Sb 0.89 -4.41 -0.29
C 3.51 -3.36 -1.17
C 1.52 -3.97 1.71
H 3.12 -5.99 0.02
H 2.26 -6.48 -1.46
H 1.64 -6.95 0.11
H 3.80 -4.35 -1.55
H 3.90 -3.25 -0.15
H 4.00 -2.61 -1.80
H 2.04 -4.81 2.16
H 0.66 -3.70 2.32
H 2.18 -3.11 1.68
C 5.25 -0.13 -0.21
S 3.44 -0.18 -0.29
O 2.14 -3.15 -1.23
C 3.12 0.38 -1.95
C 3.60 1.63 -2.39
C 3.38 2.05 -3.67
C 2.64 1.26 -4.56
C 2.18 0.03 -4.16
C 2.43 -0.44 -2.87
H 5.68 -0.67 -1.05
H 5.53 -0.62 0.71
H 5.61 0.89 -0.19
H 4.15 2.25 -1.69
H 3.76 3.01 -4.00
H 2.45 1.62 -5.56
H 1.63 -0.60 -4.84
H 2.20 -1.47 -2.61
```

Calculated values
⟨S²⟩ = 3.77
HOMO-LUMO gap (spin up / spin down) = 7.27 / 7.81 eV
ΔE to the lowest compared entry with this formula, charge and spin = 0.985 eV
spin multiplicity = 4
HOMO energy (spin up / spin down) = -7.13 / -7.98 eV

=====

2.
C26H54N7O5 | ωB97M-V/def2-TZVPD

```
92
Properties=species:S:1:pos:R:3
C -3.14 -0.82 -1.13
C -2.07 -0.04 -0.79
N -1.59 1.06 -1.58
C -0.32 1.17 -1.88
N 0.09 2.22 -2.62
C -0.70 2.58 -3.82
C -1.19 4.07 -3.84
N -0.59 4.83 -4.94
N 0.55 0.20 -1.36
C 1.55 0.83 -0.42
C 0.94 1.95 0.46
C 1.36 3.35 -0.03
C 0.22 4.40 -0.01
O -1.07 3.85 -0.33
C 1.28 -0.48 -2.41
C 0.86 -0.51 -3.72
C 1.55 -1.16 -4.72
C 2.69 -1.82 -4.32
C 3.01 -1.77 -2.99
N 2.37 -1.12 -2.04
H -4.18 -0.47 -1.14
H -2.98 -1.87 -1.38
H -1.56 -0.22 0.16
H -2.27 1.74 -1.91
H 1.08 2.10 -2.84
H -1.55 1.92 -4.00
H -0.04 2.47 -4.68
H -2.26 4.07 -4.05
H -1.00 4.57 -2.89
H 0.38 5.04 -4.72
H -0.65 4.31 -5.81
H 2.41 1.25 -0.95
H 1.89 0.04 0.25
H 1.39 1.83 1.44
H -0.14 1.85 0.60
H 2.15 3.75 0.60
H 1.77 3.35 -1.04
H 0.19 4.98 0.91
H 0.46 5.12 -0.81
H -1.67 4.17 0.35
H -0.06 -0.02 -4.01
H 1.22 -1.15 -5.75
H 3.29 -2.38 -5.03
H 3.89 -2.33 -2.69
C 2.23 2.99 7.73
O 2.79 4.16 7.17
C 4.21 4.19 7.19
C 4.76 4.15 5.78
N 4.54 2.84 5.17
C 4.83 2.79 3.74
C 3.95 3.62 2.81
O 2.60 3.18 2.75
C 1.75 3.73 3.75
H 1.15 3.11 7.76
H 2.47 2.11 7.12
H 2.59 2.83 8.75
H 4.62 3.38 7.80
H 4.51 5.14 7.65
H 5.83 4.35 5.80
H 4.27 4.95 5.21
H 3.58 2.57 5.31
H 4.74 1.74 3.44
H 5.88 3.07 3.59
H 4.35 3.50 1.80
H 4.00 4.69 3.03
H 2.05 4.74 4.04
H 1.70 3.08 4.63
H 0.74 3.78 3.32
C -1.80 -4.66 -2.56
O -2.95 -4.36 -1.79
C -4.17 -4.48 -2.54
C -5.01 -5.62 -2.01
N -4.41 -6.90 -2.32
C -5.04 -8.04 -1.66
C -4.94 -8.12 -0.14
O -3.62 -8.32 0.34
C -2.86 -7.14 0.54
H -0.93 -4.45 -1.94
H -1.77 -5.72 -2.84
H -1.75 -4.04 -3.46
H -3.98 -4.59 -3.61
H -4.72 -3.54 -2.40
H -6.01 -5.57 -2.47
H -5.13 -5.48 -0.93
H -3.43 -6.88 -2.06
H -4.58 -8.94 -2.06
H -6.10 -8.07 -1.94
H -5.51 -8.99 0.18
H -5.41 -7.25 0.36
H -3.49 -6.29 0.83
H -2.28 -6.90 -0.35
H -2.16 -7.34 1.35
```

Calculated values
HOMO-LUMO gap = 6.59 eV
total charge = +1
HOMO energy = -10.24 eV

=====

3.
C4H11NS | ωB97M-V/def2-TZVPD

```
17
Properties=species:S:1:pos:R:3
C 2.96 0.53 0.29
C -1.95 -0.40 -1.01
C -2.00 0.07 1.18
C 1.76 0.14 -0.56
N -1.14 0.14 0.03
S 0.80 -1.20 0.29
H 3.86 0.93 -0.40
H 2.60 1.15 1.14
H 3.32 -0.34 0.67
H -2.41 0.32 -1.72
H -1.22 -0.97 -1.57
H -2.74 -1.12 -0.68
H -2.53 -0.82 1.25
H -1.42 0.44 2.01
H -2.94 0.67 1.08
H 2.11 -0.35 -1.46
H 0.94 0.81 -0.54
```

Calculated values
HOMO-LUMO gap = 7.84 eV
ΔE to the lowest compared entry with this formula, charge and spin = 3.981 eV
HOMO energy = -8.76 eV

=====

no.,energy (a.u.)
1,-3648.0862
2,-1782.0961
3,-611.7958